1.
Entry from OMol25: a cluster of 2 separate species, C4H11N2 in total in a non-equilibrium geometry (ωB97M-V with the def2-TZVPD basis set).

Bonds (Å) are listed after each position.
Positions of all 17 atoms, in Å:
1 C -0.106 1.843 -0.745  N5 1.292, H7 1.065
2 C 0.730 -1.596 1.556  C4 1.576, H8 1.072, H9 1.063, H10 1.062
3 C -1.066 -0.743 -1.009  N6 1.390, H11 1.136, H12 1.142, H13 1.147
4 C 0.006 -0.255 1.152  C2 1.576, N6 1.440, H14 1.102, H15 1.134
5 N 0.941 2.246 -1.387  C1 1.292, H16 0.977, H17 1.004
6 N 0.000 -0.219 -0.288  C3 1.390, C4 1.440
7 H -1.006 2.352 -0.488  C1 1.065
8 H 0.766 -1.568 2.627  C2 1.072
9 H 0.194 -2.449 1.220  C2 1.063
10 H 1.701 -1.762 1.159  C2 1.062
11 H -1.090 -0.213 -2.014  C3 1.136
12 H -2.061 -0.956 -0.490  C3 1.142
13 H -0.795 -1.761 -1.463  C3 1.147
14 H 0.202 0.740 1.583  C4 1.102
15 H -1.009 -0.423 1.631  C4 1.134
16 H 0.865 3.114 -1.828  N5 0.977
17 H 1.729 1.649 -1.216  N5 1.004

Output
- strongest force on any atom (Eh/bohr) = 0.089
- highest occupied orbital energy (alpha / beta) (hartree) = -0.50439 / -0.50442
- 2S+1 = 1
- energy relative to the best compared isomer or geometry (same formula, charge and spin) (kcal/mol) = 134.1
- total charge = +1

---

2.
Entry from OMol25: the ion C4H11N2 with charge +1 in a non-equilibrium geometry (ωB97M-V with the def2-TZVPD basis set).

Bonds (Å) are listed after each position.
Positions of all 17 atoms, in Å:
1 C 0.538 0.642 0.247  N5 1.294, N6 1.721, H7 1.111
2 C 2.805 0.120 -0.059  N5 1.426, H8 1.071, H9 1.127, H10 1.151
3 C -2.188 1.007 -0.036  N6 1.442, H11 1.103, H12 1.047, H13 1.078
4 C -1.416 -1.199 0.305  N6 1.406, H14 1.125, H15 1.171, H16 1.163
5 N 1.474 -0.250 0.296  C1 1.294, C2 1.426, H17 0.976
6 N -1.064 0.106 -0.079  C1 1.721, C3 1.442, C4 1.406
7 H 0.574 1.544 -0.400  C1 1.111
8 H 3.578 0.431 0.614  C2 1.071
9 H 3.221 -0.724 -0.681  C2 1.127
10 H 2.644 1.022 -0.755  C2 1.151
11 H -2.633 1.164 -1.034  C3 1.103
12 H -1.906 1.909 0.413  C3 1.047
13 H -2.982 0.567 0.546  C3 1.078
14 H -1.848 -1.141 1.343  C4 1.125
15 H -0.560 -1.998 0.283  C4 1.171
16 H -2.293 -1.649 -0.311  C4 1.163
17 H 1.416 -1.169 0.618  N5 0.976

Output
- strongest force on any atom (Eh/bohr) = 0.103
- highest occupied orbital energy (alpha / beta) (hartree) = -0.42677 / -0.57345
- 2S+1 = 3
- energy relative to the best compared isomer or geometry (same formula, charge and spin) (kcal/mol) = 29.5
- total charge = +1

---

3.
Entry from OMol25: a cluster of 2 separate species, C4H11N2O in total in a non-equilibrium geometry (ωB97M-V with the def2-TZVPD basis set).

Bonds (Å) are listed after each position.
Positions of all 18 atoms, in Å:
1 C -1.178 -1.195 0.450  O2 1.359, C3 1.578, H8 1.141, H9 1.060
2 O -2.354 -1.174 -0.230  C1 1.359
3 C 0.023 -0.587 -0.373  C1 1.578, C4 1.507, H10 1.158, H18 1.168
4 C -0.269 0.776 -0.944  C3 1.507, C5 1.585, H11 1.099, H12 1.052
5 C 0.167 2.024 -0.069  C4 1.585, N6 1.432, H13 1.202, H14 1.059
6 N -0.012 3.318 -0.654  C5 1.432, H16 0.987
7 N 1.535 -2.211 1.027  H15 0.974, H17 1.046
8 H -1.145 -0.617 1.433  C1 1.141
9 H -0.810 -2.164 0.668  C1 1.060
10 H -0.057 -1.320 -1.267  C3 1.158
11 H -1.349 0.980 -0.924  C4 1.099
12 H 0.193 0.776 -1.889  C4 1.052
13 H 1.347 1.953 -0.285  C5 1.202
14 H -0.211 1.950 0.917  C5 1.059
15 H 2.350 -1.931 1.481  N7 0.974
16 H -0.789 3.748 -0.224  N6 0.987
17 H 1.722 -3.167 0.645  N7 1.046
18 H 0.838 -1.158 0.239  C3 1.168

Output
- strongest force on any atom (Eh/bohr) = 0.108
- highest occupied orbital energy (hartree) = -0.10591
- 2S+1 = 1
- energy relative to the best compared isomer or geometry (same formula, charge and spin) (kcal/mol) = 202.1
- total charge = -1

---

4.
Entry from OMol25: a cluster of 2 separate species, C4H11N2O in total in a non-equilibrium geometry (ωB97M-V with the def2-TZVPD basis set).

Bonds (Å) are listed after each position.
Positions of all 18 atoms, in Å:
1 C 1.070 -0.878 0.213  N2 1.541, C3 1.608, N5 1.772, H8 1.133, H9 1.010
2 N -0.096 -0.565 1.171  C1 1.541, H10 1.095, H11 1.018
3 C 1.890 0.503 0.128  C1 1.608, C4 1.572, N5 1.418, H12 1.071
4 C 1.045 1.610 -0.601  C3 1.572, H13 1.107, H14 1.125, H15 1.112
5 N 2.588 -0.485 -0.612  C1 1.772, C3 1.418
6 C -2.546 -0.703 -0.386  O7 1.494, H16 1.185, H17 1.148, H18 1.110
7 O -2.667 0.037 0.906  C6 1.494
8 H 1.585 -1.733 0.749  C1 1.133
9 H 0.583 -1.167 -0.623  C1 1.010
10 H -1.158 -0.310 1.099  N2 1.095
11 H 0.400 -0.033 1.884  N2 1.018
12 H 2.401 0.958 0.953  C3 1.071
13 H 0.096 1.660 -0.033  C4 1.107
14 H 1.488 2.626 -0.793  C4 1.125
15 H 0.737 1.125 -1.554  C4 1.112
16 H -3.592 -1.119 -0.756  C6 1.185
17 H -2.072 -0.064 -1.214  C6 1.148
18 H -1.751 -1.463 -0.532  C6 1.110

Output
- strongest force on any atom (Eh/bohr) = 0.109
- highest occupied orbital energy (alpha / beta) (hartree) = 0.10090 / 0.08271
- 2S+1 = 2
- energy relative to the best compared isomer or geometry (same formula, charge and spin) (kcal/mol) = 122.6
- total charge = -2